Entry 1:
Formula: C29H36Cl2F13I2NO13S2
Source: OMol25
Level of theory: ωB97M-V/def2-TZVPD

```
98
Properties=species:S:1:pos:R:3:forces:R:3:lowdin_charge:R:1
C -4.995158 3.548868 1.106207 -2.2 -0.1 0.4 -0.1510
C -5.005000 4.082682 -0.381335 2.5 -1.0 -1.1 -0.6794
I -6.742669 5.356446 -0.907377 1.1 -1.7 0.9 0.8895
C -3.998006 3.757309 -1.336513 -2.6 1.5 2.4 -0.5700
I -4.448684 4.592390 -3.348146 1.0 -1.0 1.2 0.9303
C -2.639932 2.865013 -1.060495 -1.2 0.2 -0.8 -0.3898
C -2.955523 1.478824 -0.328789 -0.8 -0.1 0.7 -0.5098
Cl -4.549067 0.864892 -1.111163 1.1 0.4 0.6 0.6588
C -2.000501 0.224787 -0.319027 0.2 -1.9 2.3 -0.7102
C -1.190102 0.051077 1.103323 0.1 -0.9 -0.2 -0.1512
Cl -0.815371 -0.116670 -1.639137 -0.8 0.5 0.4 0.6420
O -2.388258 2.434691 -2.460469 2.1 1.4 0.9 -0.3487
S -1.175568 3.108390 -3.307456 4.6 -1.9 -8.8 0.6829
O 0.114899 2.294891 -3.446721 -3.7 1.8 2.4 -0.3910
O -1.642720 3.252827 -4.759649 -0.2 0.1 4.7 -0.3959
C -0.599436 4.794769 -2.808599 0.2 0.6 1.5 -0.1731
C -1.035851 5.078866 -1.277201 0.3 2.2 -0.4 -0.3484
C -2.027020 6.337436 -1.319788 -1.0 0.9 1.3 -0.1139
C -1.479718 3.787338 -0.427192 1.1 0.8 1.2 -0.4400
S 0.182559 2.865961 -0.211691 0.1 -0.7 -0.1 0.8635
C -1.712936 4.192291 1.122315 -0.7 3.6 2.4 -0.3345
O -1.810265 5.381753 1.555792 0.2 -4.2 -2.7 0.0725
N -1.749907 3.183020 2.237005 -1.1 1.4 0.0 0.1078
C -1.982563 3.900865 3.531194 4.6 1.8 2.3 -0.3345
O -0.946481 4.235900 4.169674 -5.4 -1.6 -2.3 0.1020
F -3.264511 4.171233 4.057738 2.9 -1.1 -2.1 0.0748
H -5.073112 2.390972 1.134861 0.5 2.0 -0.2 0.0755
H -4.220817 3.977478 1.819864 -0.8 -0.6 -1.3 0.0585
H -6.008148 3.863136 1.584681 1.8 -0.4 -0.8 0.0707
H -3.183023 1.649251 0.795377 0.3 -0.1 -2.1 0.0967
H -2.692375 -0.711045 -0.295094 1.0 2.0 -0.3 0.0960
H -1.706285 0.592827 1.966395 0.8 -0.5 -1.3 0.0688
H -1.201855 -1.069444 1.387448 -0.2 2.1 -0.7 0.0577
H -0.073196 0.310530 0.988521 -2.0 -0.1 0.3 0.0499
H 0.554982 4.857980 -2.880470 -2.0 -1.0 0.0 0.1335
H -0.982559 5.583867 -3.559491 0.1 -1.7 1.4 0.1223
H -0.070134 5.462599 -0.759804 -1.8 -0.8 -0.7 0.1314
H -2.934968 6.179863 -0.619166 1.5 0.3 -1.2 0.0682
H -1.512188 7.296529 -0.918016 -0.6 -1.7 -0.6 0.1044
H -2.446612 6.610249 -2.344967 0.7 -0.7 1.4 0.0366
H 1.044296 3.721751 0.468852 -1.3 0.0 -0.5 -0.0525
H -0.826377 2.748076 2.378899 -0.6 0.1 -0.4 0.1038
C 1.335323 -6.438503 -0.333033 -0.3 0.2 -0.1 -0.0504
C 1.824748 -6.225880 1.085981 0.3 -0.8 -0.5 -0.1926
O 1.457484 -4.919953 1.560674 -0.9 0.7 0.7 0.0269
C 0.190759 -4.788029 2.006684 0.8 -1.9 -0.7 -0.3653
O -0.620062 -5.678987 2.022974 0.2 1.1 0.3 0.1655
C -0.046788 -3.370862 2.522880 -0.3 1.7 0.6 -0.5009
F 0.434605 -2.425198 1.684396 0.1 -0.9 0.2 0.1319
F 0.551349 -3.161434 3.716005 -0.1 -0.5 -0.5 0.1579
F -1.353689 -3.091070 2.699215 0.5 -0.6 -0.2 0.1480
H 1.695826 -5.642040 -0.985344 0.0 -0.2 0.2 0.0615
H 1.682908 -7.398571 -0.722030 0.0 0.1 0.1 0.0872
H 0.243690 -6.420493 -0.382171 0.1 -0.1 0.1 0.0812
H 2.915753 -6.273924 1.107041 -0.1 0.3 0.2 0.1094
H 1.455645 -7.002592 1.761581 -0.1 0.3 0.0 0.1290
C 7.786685 -6.376270 3.512945 -0.2 -0.2 0.2 -0.0614
C 7.748764 -6.572486 2.009887 0.3 0.7 0.3 -0.2031
O 7.343249 -7.910757 1.681348 -1.0 -0.7 -0.3 0.0235
C 6.015491 -8.151603 1.719480 0.8 1.8 0.4 -0.3614
O 5.184698 -7.328107 2.008851 0.2 -1.0 -0.3 0.1563
C 5.722527 -9.591244 1.303566 -0.5 -2.0 -0.3 -0.5083
F 6.546833 -10.479731 1.898574 -0.2 0.7 -0.1 0.1557
F 5.866865 -9.768670 -0.028608 0.1 0.5 0.4 0.1522
F 4.467961 -9.975211 1.606553 0.6 0.7 0.0 0.1579
H 8.422818 -7.131505 3.982533 0.1 0.1 -0.1 0.0845
H 8.171334 -5.384991 3.763412 0.0 -0.1 -0.1 0.0843
H 6.791077 -6.481493 3.950671 0.1 0.1 -0.1 0.0773
H 8.751168 -6.437639 1.597354 -0.2 -0.3 -0.1 0.1266
H 7.099204 -5.839699 1.522904 -0.1 -0.3 0.1 0.1258
C -5.839746 11.457696 2.941924 0.3 -0.1 -0.1 -0.0626
C -7.035473 10.752100 2.332416 -0.1 0.3 0.7 -0.2048
O -6.746927 10.328332 0.991024 0.4 -0.9 -0.7 0.0213
C -6.043263 9.181440 0.872386 -0.5 0.6 1.8 -0.3662
O -5.657319 8.522922 1.804041 -0.1 0.2 -1.2 0.1618
C -5.850380 8.824404 -0.599505 0.6 -0.5 -2.0 -0.5366
F -5.468175 9.882809 -1.346001 -0.2 -0.2 0.7 0.1575
F -6.991569 8.357476 -1.161053 0.2 0.6 0.6 0.0564
F -4.912598 7.872136 -0.788926 -0.4 0.8 0.6 0.0716
H -5.516255 12.284865 2.304159 -0.2 0.0 0.1 0.0840
H -6.085740 11.849768 3.931453 0.0 0.0 -0.1 0.0835
H -4.988573 10.779693 3.040515 -0.1 0.0 0.1 0.0777
H -7.876967 11.445705 2.268736 0.1 -0.1 -0.3 0.1260
H -7.361101 9.906574 2.944797 0.2 0.0 -0.2 0.1269
C 5.554736 -8.411735 -5.695604 -0.3 0.2 -0.1 -0.0614
C 6.042630 -8.196975 -4.276115 0.2 -0.7 -0.4 -0.2052
O 5.681655 -6.888615 -3.806364 -0.8 0.6 0.6 0.0209
C 4.413532 -6.749264 -3.363249 0.7 -1.8 -0.6 -0.3634
O 3.599149 -7.636908 -3.346914 0.3 1.1 0.2 0.1622
C 4.180810 -5.329964 -2.850751 -0.4 2.0 0.5 -0.5048
F 4.667409 -4.389395 -3.687775 -0.1 -0.7 0.1 0.1588
F 4.778333 -5.120855 -1.656098 -0.1 -0.5 -0.4 0.1523
F 2.875373 -5.045781 -2.678966 0.7 -0.6 -0.4 0.1436
H 5.921541 -7.617631 -6.351655 0.1 -0.1 0.1 0.0847
H 5.898042 -9.374765 -6.080433 0.0 0.1 0.1 0.0839
H 4.463529 -8.388287 -5.746408 0.1 -0.1 0.1 0.0778
H 7.133442 -8.249807 -4.251645 -0.1 0.3 0.1 0.1260
H 5.667839 -8.969467 -3.598704 -0.1 0.2 0.0 0.1248
```
Forces are in eV/Å.

Properties
Total charge: 0
HOMO-LUMO gap, Ha: 0.296

=====

Entry 2:
Formula: C3H9NO2
Source: OMol25
Level of theory: ωB97M-V/def2-TZVPD

```
15
Properties=species:S:1:pos:R:3:forces:R:3:lowdin_charge:R:1
C -2.761698 -1.298762 0.869783 -3.1 2.4 0.9 -0.0286
N -2.313133 0.063867 0.457946 3.6 -3.7 3.5 0.2540
H 0.960355 -1.266948 -0.342403 -3.1 -3.4 -2.0 0.0274
H -1.323137 -0.005184 0.031235 -1.8 1.1 -0.5 0.1553
H -2.232035 0.436190 1.454116 -0.6 1.5 -2.1 0.1740
H -2.753156 -1.294340 2.023802 -0.2 -0.1 -1.6 0.1476
H -2.315893 -2.174218 0.481158 0.6 -0.4 -1.0 0.0827
H -3.911553 -1.250427 0.603073 1.6 -0.5 0.6 0.1802
C 2.968017 1.198679 -0.854076 -0.1 2.2 1.3 0.0172
C 1.554417 0.664403 -0.852326 2.9 -3.3 1.1 -0.5304
O 1.459460 -0.558327 -0.148812 3.8 4.8 1.9 0.0792
O 0.643922 1.153261 -1.382947 -2.7 1.2 -1.0 0.1413
H 2.882469 2.144199 -1.424709 0.5 -0.7 -0.1 0.1011
H 3.859413 0.620262 -1.070214 -0.6 -0.7 -0.8 0.0921
H 3.282552 1.567344 0.154373 -0.8 -0.3 -0.3 0.1066
```
Forces are in eV/Å.

Properties
Energy above the lowest of the compared OMol25 structures with the same formula, charge and spin, kcal/mol: 55.0
Total charge: +1
HOMO-LUMO gap (alpha / beta), Ha: 0.383 / 0.179
Expectation value of S²: 0.75
2S+1: 2

=====

Entry 3:
Formula: C15H17BrF5N6O3STaTe2
Source: OMol25
Level of theory: ωB97M-V/def2-TZVPD

```
51
Properties=species:S:1:pos:R:3:forces:R:3:lowdin_charge:R:1
Ta 1.772687 0.119657 0.172900 -0.3 -0.7 1.7 1.2052
C -2.298369 1.606456 3.314476 -0.3 0.3 -0.3 -0.0307
C -1.363690 0.879743 2.409950 -0.5 1.0 -3.7 -0.2311
N -1.367038 1.061664 1.066467 0.9 -2.1 4.7 -0.1106
N -2.093082 2.052472 0.641691 -2.9 1.0 -4.4 -0.0397
C -2.730863 1.826495 -0.553398 1.2 0.9 2.9 -0.7627
N -3.325263 2.876687 -1.172312 -0.5 0.4 -0.2 0.0735
S -2.898449 0.234365 -1.303084 0.4 0.4 0.6 0.5649
C -0.462957 -0.098602 2.943374 1.2 -1.8 1.5 -0.2336
C -0.300454 -0.234590 4.358844 0.1 -0.1 -0.9 0.0156
C 0.589148 -1.179010 4.851836 -0.2 0.0 -0.4 -0.0264
C 1.249841 -2.037763 3.954608 -0.4 -0.1 0.5 -0.0359
C 1.026808 -1.885925 2.609767 -0.9 1.0 -0.1 -0.1491
N 0.206228 -0.908702 2.114609 0.8 -0.3 0.0 0.0145
H -2.910954 2.249081 2.678078 -0.1 -0.1 0.4 0.0671
H -2.933878 0.900541 3.863597 0.1 0.1 -0.1 0.0970
H -1.788878 2.227764 4.049518 0.1 0.0 0.0 0.0899
H -3.352567 3.780335 -0.695500 0.2 -0.6 -0.2 0.1176
H -3.997480 2.740585 -1.930332 0.6 -0.1 0.6 0.1021
H -0.858327 0.427417 5.016590 0.2 -0.2 -0.1 0.1059
H 0.743209 -1.260463 5.923729 0.1 0.0 -0.2 0.1134
H 1.917187 -2.828941 4.285997 -0.1 0.3 0.1 0.1166
H 1.569907 -2.490283 1.882877 -0.3 0.2 0.2 0.1125
N -0.991089 -2.731242 0.299267 -0.2 -0.3 0.3 -0.0494
N 0.034899 -3.422017 -0.352842 0.8 -1.2 -1.0 -0.0237
C 1.198564 -2.825966 -0.847001 -0.3 -1.0 -1.7 -0.7128
O 1.855626 -3.253424 -1.784509 -1.1 -0.1 1.2 0.0881
O 1.555443 -1.734210 -0.222854 0.1 0.5 0.7 -0.3948
H -1.056314 -3.032400 1.273923 -0.1 0.0 -0.5 0.0892
H -1.882805 -2.858153 -0.189436 0.5 0.0 0.3 0.0852
H -0.179155 -4.293126 -0.860587 0.1 0.8 0.5 0.1589
F 3.832342 -0.576213 0.145235 -1.4 1.1 0.4 -0.5695
Te 3.966880 1.198053 1.555082 3.6 -0.5 3.6 1.9206
F 3.528851 2.273910 3.170628 0.4 -0.1 -1.3 -0.5249
F 5.848501 0.738161 0.983021 -1.0 1.0 0.2 -0.5515
F 1.206952 1.955269 0.377813 0.1 -0.8 0.0 -0.5213
F 4.654027 0.107488 2.951418 -0.3 0.3 -0.6 -0.4310
O 2.345817 0.174614 2.008299 0.6 0.9 -1.8 -0.7078
Te -0.532931 -0.271989 -1.339499 -2.1 -0.3 -3.2 1.2817
C -0.506674 0.317554 -3.477671 0.1 0.3 0.1 -0.4900
C 0.422366 -0.339359 -4.286838 -0.2 0.3 0.0 -0.1943
C 0.548529 0.022368 -5.637892 -0.2 -0.2 0.3 -0.0764
C -0.272327 1.002414 -6.198260 -0.2 -0.2 0.3 -0.0840
C -1.247796 1.608165 -5.399539 0.1 -0.1 0.3 -0.0829
C -1.355380 1.281942 -4.041426 0.2 -0.3 0.2 -0.1450
H 1.041184 -1.119764 -3.845946 0.0 0.1 -0.3 0.0810
H 1.273551 -0.501301 -6.253943 -0.1 0.1 0.1 0.1066
H -0.178427 1.265342 -7.255176 0.0 -0.1 0.4 0.1063
H -1.923296 2.352550 -5.822698 0.2 -0.2 0.1 0.1035
H -2.112702 1.739933 -3.406228 0.2 0.1 -0.3 0.0477
Br 2.532599 0.862415 -2.026621 0.5 0.2 -0.7 0.3144
```
Forces are in eV/Å.

Properties
Energy above the lowest of the compared OMol25 structures with the same formula, charge and spin, kcal/mol: 26.8
Total charge: 0
HOMO-LUMO gap, Ha: 0.254